(1)
Molecular formula: C22H40F5N2O4PS
Method: DFT, wB97M-V/def2-TZVPD

Calculated values
HOMO level (spin up / spin down)	-8.632 / -9.142	eV
spin multiplicity	3
⟨S²⟩	2.008
frontier orbital gap (spin up / spin down)	8.5093 / 9.0191	eV
charge	0

Atoms and positions in Å:
O (1.975, 4.074, 0.928)
C (1.927, 4.535, -0.138)
O (2.237, 5.852, -0.366)
C (3.638, 6.114, -0.125)
P (4.825, 5.509, -1.426)
S (6.609, 5.380, -0.627)
C (1.453, 3.759, -1.391)
F (1.972, 4.214, -2.524)
F (0.125, 3.991, -1.471)
C (1.635, 2.202, -1.295)
F (2.625, 1.837, -0.528)
F (1.910, 1.732, -2.495)
F (0.520, 1.660, -0.893)
H (3.982, 5.698, 0.831)
H (3.746, 7.203, -0.067)
H (4.782, 6.441, -2.487)
H (4.485, 4.207, -1.870)
C (-2.550, -1.278, -1.648)
C (-3.159, 0.091, -2.053)
C (-3.234, 1.025, -0.835)
C (-4.378, 0.714, 0.126)
C (-5.703, 0.605, -0.625)
C (-5.636, -0.405, -1.774)
N (-4.490, -0.132, -2.688)
O (-4.781, 0.906, -3.412)
C (-5.547, -1.831, -1.193)
C (-6.967, -0.397, -2.532)
C (-2.145, 0.693, -3.032)
H (-2.987, -2.096, -2.222)
H (-1.478, -1.315, -1.842)
H (-2.677, -1.497, -0.586)
H (-3.354, 2.058, -1.179)
H (-2.285, 0.992, -0.292)
H (-4.172, -0.204, 0.684)
H (-4.450, 1.509, 0.873)
H (-6.493, 0.316, 0.072)
H (-5.979, 1.592, -1.008)
H (-5.445, -2.573, -1.987)
H (-6.455, -2.067, -0.637)
H (-4.727, -1.972, -0.493)
H (-7.222, 0.590, -2.918)
H (-7.778, -0.698, -1.868)
H (-6.945, -1.098, -3.369)
H (-2.063, 0.092, -3.940)
H (-1.159, 0.737, -2.570)
H (-2.398, 1.714, -3.318)
C (1.949, -3.815, 3.607)
C (3.242, -3.385, 2.865)
C (3.826, -2.113, 3.500)
C (3.092, -0.828, 3.126)
C (2.929, -0.718, 1.612)
C (2.254, -1.954, 1.010)
N (2.941, -3.214, 1.413)
O (4.052, -3.305, 0.747)
C (0.770, -1.978, 1.430)
C (2.202, -1.809, -0.514)
C (4.235, -4.524, 3.118)
H (1.228, -4.268, 2.925)
H (2.154, -4.567, 4.369)
H (1.461, -2.984, 4.120)
H (4.872, -2.004, 3.194)
H (3.836, -2.221, 4.588)
H (2.119, -0.782, 3.625)
H (3.657, 0.033, 3.492)
H (2.343, 0.173, 1.376)
H (3.913, -0.567, 1.157)
H (0.272, -2.875, 1.059)
H (0.248, -1.115, 1.013)
H (0.616, -1.926, 2.506)
H (3.188, -1.672, -0.956)
H (1.607, -0.935, -0.787)
H (1.737, -2.683, -0.975)
H (3.894, -5.456, 2.663)
H (4.342, -4.691, 4.190)
H (5.231, -4.299, 2.736)

(2)
Molecular formula: C22H40F6N3O12P2S2Ti
Method: DFT, wB97M-V/def2-TZVPD

Calculated values
HOMO level (spin up / spin down)	-7.841 / -11.975	eV
spin multiplicity	5
⟨S²⟩	6.017
frontier orbital gap (spin up / spin down)	5.0633 / 5.1459	eV
charge	+1

Atoms and positions in Å:
Ti (-0.770, 0.181, -0.515)
C (-1.311, 4.281, 1.626)
F (-1.801, 3.529, 2.574)
F (-2.248, 4.835, 0.912)
F (-0.648, 5.286, 2.223)
S (-0.123, 3.323, 0.478)
O (0.788, 4.375, -0.039)
O (0.406, 2.338, 1.436)
N (-1.140, 2.395, -0.625)
S (-1.089, 3.300, -1.900)
O (-1.876, 4.552, -1.776)
O (0.263, 3.485, -2.507)
C (-2.023, 2.268, -3.202)
F (-2.134, 2.912, -4.329)
F (-1.420, 1.018, -3.354)
F (-3.218, 2.030, -2.773)
C (3.851, 2.996, 0.316)
C (3.370, 2.393, -0.959)
O (3.570, 1.026, -0.922)
P (2.657, 0.098, -1.906)
O (1.200, 0.288, -1.704)
O (3.241, -1.380, -1.592)
C (2.570, -2.583, -2.122)
C (2.253, -3.451, -1.013)
O (3.196, 0.460, -3.386)
C (2.458, 0.354, -4.564)
C (3.362, 0.459, -5.741)
H (3.054, 2.909, 1.056)
H (4.779, 2.573, 0.699)
H (4.125, 4.047, 0.223)
H (2.331, 2.663, -1.144)
H (3.892, 2.819, -1.816)
H (1.674, -2.297, -2.672)
H (3.239, -3.089, -2.819)
H (1.776, -2.832, -0.253)
H (1.695, -4.344, -1.296)
H (3.149, -3.772, -0.482)
H (1.988, -0.629, -4.586)
H (1.623, 1.055, -4.577)
H (2.953, 0.412, -6.750)
H (3.856, 1.431, -5.723)
H (4.106, -0.338, -5.747)
C (4.052, -0.071, 2.431)
C (2.554, -0.035, 2.303)
O (2.110, -1.307, 2.724)
P (0.594, -1.742, 2.455)
O (-0.078, -0.980, 1.352)
O (0.722, -3.373, 2.261)
C (-0.451, -4.109, 2.498)
C (-0.875, -5.215, 1.628)
O (-0.174, -1.583, 3.954)
C (-1.478, -1.159, 4.155)
C (-1.549, 0.298, 4.712)
H (4.348, -0.644, 3.310)
H (4.451, -0.563, 1.544)
H (4.442, 0.934, 2.594)
H (2.200, 0.729, 2.995)
H (2.204, 0.291, 1.324)
H (-0.289, -4.522, 3.494)
H (-1.365, -3.536, 2.655)
H (-1.759, -5.730, 2.003)
H (-1.100, -4.792, 0.649)
H (-0.137, -6.009, 1.512)
H (-1.933, -1.197, 3.165)
H (-2.080, -1.872, 4.718)
H (-0.861, 0.874, 4.094)
H (-2.526, 0.756, 4.559)
H (-1.306, 0.351, 5.774)
N (-3.587, 1.450, 0.530)
C (-3.445, 0.815, 1.749)
C (-4.781, 0.637, 2.175)
C (-5.680, 0.992, 1.212)
C (-4.914, 1.554, 0.224)
H (-2.771, 1.846, 0.086)
H (-2.462, 0.741, 2.190)
H (-5.164, 0.291, 3.124)
H (-6.746, 0.905, 1.358)
H (-5.137, 1.984, -0.741)
N (-2.819, -1.428, -2.450)
C (-1.604, -2.058, -2.500)
C (-1.281, -2.394, -1.208)
C (-2.265, -1.944, -0.337)
C (-3.251, -1.354, -1.141)
H (-3.293, -1.014, -3.240)
H (-1.174, -2.185, -3.482)
H (-0.393, -2.955, -0.960)
H (-2.330, -2.076, 0.733)
H (-4.241, -0.974, -0.937)

(3)
Molecular formula: C22H41BBaN7P
Method: DFT, wB97M-V/def2-TZVPD

Calculated values
HOMO level (spin up / spin down)	-13.916 / -13.864	eV
spin multiplicity	1
frontier orbital gap (spin up / spin down)	6.9868 / 4.3553	eV
charge	+2

Atoms and positions in Å:
C (3.188, 0.144, -0.438)
N (1.903, 0.169, -0.870)
N (1.951, 0.168, -2.256)
C (3.222, 0.091, -2.666)
C (4.062, 0.074, -1.550)
B (0.680, 0.265, -3.126)
N (-0.264, -0.904, -2.749)
N (-0.594, -1.223, -1.439)
C (-1.498, -2.227, -1.511)
C (-1.706, -2.591, -2.862)
C (-0.892, -1.733, -3.601)
Ba (0.443, -0.447, 1.205)
N (-0.067, 1.597, -2.797)
N (-0.505, 1.786, -1.497)
C (-1.042, 2.998, -1.434)
C (-0.999, 3.613, -2.714)
C (-0.368, 2.680, -3.540)
H (-1.428, 3.405, -0.507)
H (-0.110, 2.719, -4.589)
H (-1.367, 4.583, -2.975)
H (0.951, 0.226, -4.284)
H (-0.706, -1.656, -4.659)
H (3.428, 0.053, -3.731)
H (-2.363, -3.355, -3.229)
H (5.126, 0.039, -1.532)
H (-1.967, -2.649, -0.623)
H (3.418, 0.195, 0.628)
H (-2.307, -0.689, 1.111)
C (-2.077, -1.565, 1.750)
H (-2.863, -2.317, 1.564)
H (-1.114, -2.067, 1.502)
H (-2.159, -1.326, 2.820)
C (-1.034, 2.941, 5.667)
C (-0.744, 2.456, 4.250)
C (-1.817, 1.460, 3.815)
C (-0.737, 3.607, 3.220)
P (1.030, 1.605, 4.217)
N (1.264, 1.388, 2.674)
C (2.308, 2.814, 4.936)
C (2.144, 3.050, 6.443)
C (3.719, 2.273, 4.694)
C (2.202, 4.167, 4.229)
C (1.388, -0.182, 4.945)
C (2.692, -0.724, 4.310)
C (1.501, -0.110, 6.467)
C (0.247, -1.160, 4.646)
H (-2.096, 3.217, 5.751)
H (-0.459, 3.838, 5.922)
H (-0.845, 2.158, 6.415)
H (-2.797, 1.963, 3.872)
H (-1.676, 1.151, 2.767)
H (-1.867, 0.567, 4.447)
H (-0.335, 4.546, 3.611)
H (-0.149, 3.313, 2.340)
H (-1.761, 3.809, 2.876)
H (2.343, 2.161, 7.040)
H (2.883, 3.811, 6.725)
H (1.158, 3.426, 6.718)
H (3.857, 1.951, 3.657)
H (4.418, 3.096, 4.895)
H (3.987, 1.459, 5.375)
H (2.172, 4.052, 3.142)
H (1.346, 4.758, 4.567)
H (3.102, 4.740, 4.488)
H (3.593, -0.381, 4.829)
H (2.686, -1.822, 4.357)
H (2.791, -0.430, 3.253)
H (0.659, 0.437, 6.917)
H (1.467, -1.136, 6.863)
H (2.450, 0.321, 6.804)
H (-0.704, -0.850, 5.097)
H (0.074, -1.370, 3.577)
H (0.524, -2.128, 5.096)